1.
The following is a quantum chemistry calculation of C63H44BrClEuN6O2 as an isolated structure at a distorted geometry, from the OMol25 dataset.

ORCA input file:
```
! RIJCOSX wB97M-V def2-TZVPD def2/J DEFGRID3
* xyz -1 7
Eu -0.304 0.209 0.251
Br -4.493 -6.147 3.085
Cl -2.960 0.432 0.952
O 0.160 -1.122 -1.749
O -0.814 -1.877 0.927
N 0.109 0.465 2.520
N -2.642 -0.206 -2.314
N 1.355 1.454 -1.236
N -0.526 2.542 0.714
N -2.674 -3.115 -1.704
N 2.010 -0.668 0.674
C -0.635 3.478 -0.278
C -1.805 4.277 1.469
C 3.584 -2.011 1.600
C -2.342 -4.299 3.162
C 5.431 -2.393 -3.580
C -1.633 -2.771 1.420
C -2.244 2.969 4.097
C 4.039 -1.643 0.396
C 0.742 -3.369 -1.331
C 2.311 0.819 -1.953
C -2.941 -2.519 -2.954
C 1.654 2.528 -3.243
C 0.183 4.850 -2.284
C 6.397 -1.499 -4.009
C 1.522 6.842 -2.697
C -0.731 6.667 -3.563
C -0.829 1.132 3.348
C 3.070 -0.787 -0.202
C 3.185 -0.213 -1.436
C 4.451 -1.960 -2.701
C 4.338 -0.644 -2.242
C -1.453 4.545 0.219
C -2.899 1.553 -3.915
C 2.445 -2.155 5.134
C 2.023 -2.544 3.879
C -2.972 -2.545 -0.629
C -3.710 -2.984 -5.170
C -0.202 -0.712 4.511
C -1.381 2.321 3.022
C 2.505 1.444 -3.229
C -1.677 3.855 5.016
C -3.267 -0.735 -4.580
C 6.397 -0.204 -3.507
C -3.605 -4.205 1.092
C -2.645 1.061 -2.586
C 1.556 -1.517 2.930
C -0.978 0.364 4.554
C 0.531 -0.645 3.250
C -3.829 3.980 6.147
C -2.498 4.393 6.043
C 0.471 -2.425 -3.706
C -2.686 -3.257 0.641
C -3.361 -3.412 -3.892
C -2.945 -1.126 -3.277
C -0.876 5.399 -2.969
C 0.096 3.548 -1.503
C 2.417 -4.869 4.572
C -3.401 -4.770 2.368
C -3.183 0.643 -4.907
C 5.382 0.231 -2.657
C -1.252 2.987 1.785
C 0.477 7.379 -3.455
C 2.876 -3.044 6.100
C 2.279 -1.455 1.737
C -4.383 3.093 5.182
C -3.660 -1.690 -5.544
C -3.558 2.564 4.196
C 2.837 -4.411 5.833
C 2.023 -3.923 3.611
C 1.411 5.571 -2.109
C 0.465 -2.199 -2.215
C -1.446 -3.327 2.666
C 0.998 2.531 -1.957
H -0.651 -2.948 3.338
H -4.446 -4.530 0.515
H 7.096 0.498 -3.890
H 5.415 -3.384 -3.924
H -1.703 5.452 -0.328
H 7.204 -1.695 -4.673
H -3.958 -1.394 -6.521
H -0.622 4.102 4.927
H 0.177 -1.477 -4.143
H 3.121 1.112 -4.041
H -2.849 2.627 -4.124
H -1.731 4.779 -3.077
H -0.172 -3.209 -4.088
H -1.553 7.069 -4.115
H 2.373 -1.076 5.376
H -2.309 -4.700 4.165
H -0.257 -3.673 -0.982
H -3.408 -1.550 -0.511
H -2.479 1.748 -1.759
H 1.595 3.281 -4.011
H 2.092 5.172 -1.428
H -4.376 4.439 6.931
H -0.123 -1.344 5.390
H -5.422 2.830 5.178
H -3.949 1.881 3.496
H 3.215 -5.079 6.547
H 3.235 -2.651 7.068
H 5.024 -1.881 -0.003
H 4.119 -2.638 2.308
H 1.618 -4.273 2.663
H -2.501 4.774 2.130
H -3.294 -4.461 -3.595
H 5.347 1.284 -2.348
H 0.527 8.373 -3.850
H 1.460 -2.730 -4.010
H 3.712 -2.715 -2.337
H 2.390 7.472 -2.491
H -1.596 0.692 5.379
H -2.088 5.112 6.729
H 2.457 -5.930 4.343
H -3.984 -3.659 -5.973
H -3.317 0.860 -5.943
H 1.176 -4.276 -1.739
H 1.147 -3.015 -0.399
*
```

relative energy (zero: lowest compared OMol25 entry of this formula, charge and spin): 0.0 kJ/mol
calculated total energy: -180980.2503 eV
HOMO-LUMO gap (alpha / beta): 0.2092 / 0.2094 Ha
lowest unoccupied orbital energy (alpha / beta): 1.35 / 1.34 eV
E_HOMO (alpha / beta): -4.3478 / -4.3550 eV

---

2.
The following is a quantum chemistry calculation of C19H17BMnN8O3 as an isolated structure, from the OMol25 dataset.

ORCA input file:
```
! RIJCOSX wB97M-V def2-TZVPD def2/J DEFGRID3
* xyz 1 5
Mn 0.120 -0.268 0.277
O 0.193 -2.043 0.107
O -0.387 -4.115 -1.365
O 0.198 -2.390 2.306
N 0.102 2.717 3.592
N -0.874 2.936 4.511
N 1.736 0.083 1.448
N 1.329 0.815 2.522
N 0.024 1.674 -0.021
N -1.466 -0.069 1.491
N -0.020 2.408 1.109
N -1.226 0.756 2.553
C -3.024 -0.454 3.029
C 1.136 3.588 3.778
C 2.179 0.598 3.535
C 0.824 4.388 4.841
C 2.829 -0.590 1.807
C -0.444 3.932 5.258
C 0.515 -7.061 0.592
C 0.227 -2.857 1.192
C -0.158 3.814 -0.595
C 0.798 -6.491 1.828
C 0.125 -6.273 -0.475
C -0.135 3.700 0.786
C -2.538 -0.806 1.780
C 3.162 -0.281 3.119
C -0.057 2.512 -1.062
C -2.163 0.528 3.487
C 0.306 -4.307 0.909
C 0.018 -4.894 -0.329
C 0.685 -5.125 1.977
B 0.022 1.690 2.505
H -0.242 4.715 -1.176
H 2.006 3.570 3.141
H -3.883 -0.853 3.536
H -0.046 2.142 -2.075
H 1.414 5.183 5.261
H 0.888 -4.650 2.927
H -0.565 -4.678 -2.127
H -2.156 1.098 4.398
H 1.099 -7.109 2.661
H -1.054 4.290 6.071
H 2.036 1.086 4.485
H -0.201 4.455 1.552
H -0.105 -6.725 -1.433
H -2.894 -1.546 1.082
H 0.594 -8.132 0.457
H 3.313 -1.256 1.112
H 3.997 -0.646 3.688
*
```

relative energy (zero: lowest compared OMol25 entry of this formula, charge and spin): 0.0 kJ/mol
calculated total energy: -70036.1501 eV
HOMO-LUMO gap (alpha / beta): 0.2217 / 0.2619 Ha
lowest unoccupied orbital energy (alpha / beta): -5.28 / -4.19 eV
E_HOMO (alpha / beta): -11.3162 / -11.3149 eV

---

3.
The following is a quantum chemistry calculation of C30H34F3N3OSbY as an isolated structure, from the OMol25 dataset.

ORCA input file:
```
! RIJCOSX wB97M-V def2-TZVPD def2/J DEFGRID3
* xyz 2 1
Sb 1.949 -1.970 1.978
Y 0.287 0.051 -0.006
F 5.286 -6.224 -1.063
F -1.252 -5.036 6.326
F 6.405 1.022 5.082
O -1.151 1.145 -1.495
N 1.570 -1.325 -1.606
N -1.431 -1.578 -0.840
N -1.508 2.701 -3.071
C 2.781 -4.831 1.113
C -0.194 0.498 3.296
C 5.444 0.378 4.426
C 4.385 -1.668 3.817
C 3.126 -3.486 1.062
C -0.122 -3.912 3.107
C 3.513 -5.768 0.397
C 0.783 2.270 -2.334
C 4.541 1.112 3.677
C 1.475 1.815 -1.041
C -1.056 2.039 1.642
C 4.964 -4.001 -0.413
C 0.475 -3.546 5.799
C -2.111 1.165 1.383
C 4.585 -5.335 -0.364
C -0.096 1.702 2.600
C -0.857 -4.591 4.064
C 3.452 -0.952 3.068
C -1.254 -0.370 3.045
C 4.223 -3.079 0.304
C -0.105 -3.037 -2.371
C 1.323 -2.763 -1.919
C -1.156 -2.974 -1.269
C 1.206 -2.880 4.829
C 3.542 0.434 2.996
C -0.701 2.025 -2.271
C -0.546 -4.393 5.401
C -2.207 -0.036 2.090
C 5.385 -1.005 4.505
C 0.919 -3.064 3.481
H 0.704 2.395 2.825
H -0.359 -4.065 2.059
H 5.831 -3.712 -0.991
H 1.545 -3.348 -1.024
H 2.546 -1.246 -1.315
H -2.863 1.431 0.652
H -2.195 -1.604 -0.168
H -0.996 2.986 1.122
H -0.811 -3.539 -0.400
H 4.635 2.188 3.632
H 4.343 -2.750 3.857
H -3.055 -0.690 1.926
H 2.533 1.619 -1.252
H -1.162 3.413 -3.693
H 0.972 3.309 -2.615
H 2.016 -3.091 -2.696
H 1.492 2.667 -0.345
H 2.010 -2.220 5.135
H 4.541 -2.038 0.308
H 0.540 0.252 4.054
H -0.388 -2.364 -3.189
H 2.834 1.000 2.396
H -0.124 -4.045 -2.786
H 1.544 -0.815 -2.491
H 0.688 -3.425 6.853
H -2.075 -3.445 -1.623
H 1.947 -5.158 1.721
H -1.811 -1.070 -1.638
H 1.127 1.674 -3.189
H -2.502 2.524 -3.057
H 3.272 -6.822 0.429
H -1.345 -1.291 3.606
H -1.658 -5.267 3.798
H 6.119 -1.537 5.095
*
```

relative energy (zero: lowest compared OMol25 entry of this formula, charge and spin): 0.0 kJ/mol
calculated total energy: -53901.7584 eV
HOMO-LUMO gap: 0.2989 Ha
lowest unoccupied orbital energy: -5.71 eV
E_HOMO: -13.8457 eV